# 1
C10H28AsF6O8S4 | ωB97M-V/def2-TZVPD

ORCA input file:
```
! RIJCOSX wB97M-V def2-TZVPD def2/J DEFGRID3
* xyz 0 2
As 0.6314 -0.6380 -2.2902
F 0.4233 0.3296 -0.7763
F 2.3208 0.0469 -2.5238
F 1.0180 -1.6958 -3.7684
F -0.9822 -1.3505 -2.1297
F 0.1601 0.8154 -3.1968
F 1.1872 -1.9098 -1.2152
O -4.7226 3.0487 -1.1775
S -3.7404 2.2251 -0.5044
O -2.7153 2.8249 0.3173
O -4.5811 0.9468 0.1804
C -4.0570 0.2679 1.3265
C -5.2543 0.1703 2.2929
C -3.0024 1.1760 -1.7700
H -3.2281 0.7061 1.8824
H -3.7620 -0.7272 0.9935
H -5.4200 1.1583 2.7227
H -5.0718 -0.6283 3.0120
H -6.2088 -0.0535 1.8165
H -2.0725 1.6388 -2.1003
H -3.6902 1.0451 -2.6055
H -2.8225 0.2969 -1.1513
O -1.4827 -3.7691 2.0726
S -1.2511 -5.1706 2.4112
O -2.3442 -6.1727 2.3476
O 0.0308 -5.7380 1.5633
C 0.6786 -4.8068 0.6936
C 1.7074 -3.9903 1.5561
C -0.6167 -5.1979 4.1005
H -0.0694 -4.1696 0.2219
H 1.2746 -5.3721 -0.0229
H 2.0357 -4.6406 2.3669
H 1.2753 -3.0941 2.0012
H 2.5331 -3.5966 0.9633
H -0.4649 -6.2302 4.4161
H -1.3915 -4.7161 4.6968
H 0.3439 -4.6855 4.1534
C -0.7978 5.2490 -3.8627
S 0.4627 5.2268 -2.5193
O 0.3317 6.6222 -1.8111
C -0.3137 3.9500 -1.3611
H -0.3018 5.9239 -4.5602
H -1.6956 5.7359 -3.4821
H -0.9999 4.2514 -4.2526
H -1.3912 4.0921 -1.4436
H 0.0168 4.2486 -0.3662
H -0.0665 2.9313 -1.6597
C 4.7704 0.5948 -0.1741
S 5.2351 2.0071 0.9346
O 5.5448 1.4044 2.2875
C 6.9180 2.1695 0.2401
H 5.5558 -0.1266 -0.3996
H 4.3745 1.0933 -1.0589
H 4.0194 -0.0616 0.2654
H 7.5168 2.8774 0.8133
H 6.7649 2.2733 -0.8341
H 7.3870 1.1939 0.3679
*
```

- Expectation value of S²: 0.76
- E_tot: -147684.5091 eV
- Largest force on an atom: 3.4 eV/A
- Kohn-Sham gap (alpha / beta): 7.3 / 2.7 eV

---

# 2
C2H3N3O2 | ωB97M-V/def2-TZVPD

ORCA input file:
```
! RIJCOSX wB97M-V def2-TZVPD def2/J DEFGRID3
* xyz 0 1
N -1.8353 -0.0542 -0.0637
C -0.4967 -0.0542 0.2117
N -0.0081 -1.2600 0.7024
O 1.2033 -1.1822 1.0020
C 2.1069 -0.0451 -0.2375
O 3.0748 0.5456 -0.0296
N 0.3855 0.8617 -0.0646
H -2.2071 0.6344 -0.6983
H -2.2779 -0.9616 -0.0806
H 0.0866 1.5643 -0.7385
*
```

- ΔE to the lowest compared entry with this formula, charge and spin: 455.7 kJ/mol
- E_tot: -10683.7333 eV
- Largest force on an atom: 1.1 eV/A
- Kohn-Sham gap (alpha / beta): 7.7 / 7.7 eV

---

# 3
C5H7NO | ωB97M-V/def2-TZVPD

ORCA input file:
```
! RIJCOSX wB97M-V def2-TZVPD def2/J DEFGRID3
* xyz 0 1
C 0.9120 -1.7721 -0.2634
C 0.2484 -0.4674 0.0361
C 0.0445 0.0965 1.2277
N -0.5665 1.3585 1.1141
C -0.7555 1.6945 -0.2197
O -1.1896 2.7385 -0.6542
C -0.3371 0.4480 -1.0067
H 0.1961 -2.6026 -0.2817
H 1.6802 -2.0050 0.4802
H 1.3948 -1.7362 -1.2448
H 0.3164 -0.2729 2.2089
H -1.0015 1.8273 1.8943
H 0.3149 0.6703 -1.8586
H -1.2573 0.0225 -1.4322
*
```

- ΔE to the lowest compared entry with this formula, charge and spin: 10.5 kJ/mol
- E_tot: -8836.0943 eV
- Largest force on an atom: 0.5 eV/A
- Kohn-Sham gap: 9.2 eV

---

# 4
CH5BS | ωB97M-V/def2-TZVPD

ORCA input file:
```
! RIJCOSX wB97M-V def2-TZVPD def2/J DEFGRID3
* xyz 0 1
C -0.1505 -0.4633 1.3613
B 0.1349 0.4077 -0.3567
S 0.2615 -0.5079 -1.9544
H -0.6896 0.4020 1.7426
H 0.8409 -0.6688 1.6886
H -0.6927 -1.2586 0.9812
H -0.0509 1.6054 -0.5815
H 0.3463 0.4836 -2.8811
*
```

- ΔE to the lowest compared entry with this formula, charge and spin: 113.0 kJ/mol
- E_tot: -12628.5748 eV
- Largest force on an atom: 6.2 eV/A
- Kohn-Sham gap: 10.6 eV

---

# 5
CH12NO4 | ωB97M-V/def2-TZVPD

ORCA input file:
```
! RIJCOSX wB97M-V def2-TZVPD def2/J DEFGRID3
* xyz 1 1
C 0.5933 2.0892 2.0753
N -0.5752 1.5817 1.9709
H 0.8321 3.1667 2.2267
H 1.3770 1.2911 2.2413
H -0.7298 0.8150 1.2820
H -1.3064 1.6276 2.6297
H -2.3979 -2.8038 -1.2985
H -3.0558 -1.8984 -2.4365
O -2.4747 -1.8533 -1.6300
H -1.5208 -0.7473 -0.5160
H -0.2038 -0.3659 -0.3004
O -1.1341 -0.2176 0.1207
H 3.0331 1.4691 0.0215
H 2.2760 0.1835 -0.2026
O 2.1925 1.0588 0.2925
H 0.7602 -1.4770 -2.7664
H 1.4717 -2.3358 -1.9105
O 0.8625 -1.5835 -1.7996
*
```

- ΔE to the lowest compared entry with this formula, charge and spin: 264.6 kJ/mol
- E_tot: -10903.0233 eV
- Largest force on an atom: 5.0 eV/A
- Kohn-Sham gap: 9.5 eV

---

# 6
C5H8N2O | ωB97M-V/def2-TZVPD

ORCA input file:
```
! RIJCOSX wB97M-V def2-TZVPD def2/J DEFGRID3
* xyz 0 1
C -1.0822 -1.2594 -0.2227
C -0.0443 -0.6934 -1.2378
C 1.3021 -0.0625 -0.6813
C 1.5610 1.0465 0.0829
C -0.3063 1.5973 0.9072
H -1.8586 -1.5581 -0.8555
H -0.5541 -2.0692 0.3187
H 0.1350 -1.4978 -2.0627
H -0.3887 0.1549 -2.0346
H 2.0364 -0.9798 -0.6040
H 2.6541 0.9674 0.9373
H -1.1709 2.4070 0.9479
H -0.9381 0.1466 2.2180
N 0.6478 2.0028 0.3054
N -0.5019 0.1771 1.3648
O -1.4914 -0.3794 0.6163
*
```

- ΔE to the lowest compared entry with this formula, charge and spin: 675.3 kJ/mol
- E_tot: -10335.7268 eV
- Largest force on an atom: 7.4 eV/A
- Kohn-Sham gap: 9.3 eV